No. 1
C47H84BN4O6 | ωB97M-V with the def2-TZVPD basis set

Geometry as XYZ:
```
142
Properties=species:S:1:pos:R:3:forces:R:3:mulliken_spin:R:1
C 7.1905 5.3855 -0.5416 0.6424 -0.4110 -0.2539 0.000
C 7.6103 4.3669 -1.3828 -0.5340 1.1970 0.3742 0.000
C 6.8415 4.0480 -2.6000 1.3147 0.5212 -0.7154 0.000
B 5.5784 3.0553 -2.1990 0.1657 -0.7742 -0.3398 0.000
N 5.9590 2.2428 -0.8405 -0.2458 0.3954 0.5704 0.000
C 5.1532 2.2543 0.0461 -0.2824 -0.0753 -0.5717 0.000
O 4.2972 2.2276 0.8646 0.2241 -0.1023 0.5429 0.000
O 4.3060 3.7705 -2.0812 -0.1450 -0.4070 0.8771 0.000
C 3.4009 3.2102 -2.9896 -0.3980 0.4553 -0.6414 0.000
C 1.9708 3.3923 -2.5226 0.0058 -0.2718 0.3611 0.000
C 1.3866 4.6396 -2.6981 0.3477 0.8307 -0.4875 0.000
C 0.0875 4.9067 -2.3325 -0.0479 -0.6248 0.2862 0.000
C -0.6126 3.8617 -1.7387 0.1350 0.6559 -0.1903 0.000
C 0.0529 2.6673 -1.5714 -0.6269 -0.6620 0.4025 0.000
N 1.2946 2.3958 -1.9502 0.0850 0.3287 -0.0884 0.000
C 3.9016 1.8009 -3.4088 2.2041 0.5057 0.5658 0.000
C 3.8382 1.5811 -4.9332 -0.7239 0.3869 -0.1930 0.000
C 2.6009 2.1165 -5.6791 0.0416 -0.8272 -0.1293 0.000
C 1.2397 1.6646 -5.1243 -0.2499 0.6775 -0.5523 0.000
C 0.3636 0.8991 -6.1226 -0.4212 -0.1658 0.6599 0.000
C -0.7901 0.1834 -5.3805 -0.4236 0.2159 -0.5091 0.000
C -2.2025 0.6711 -5.7800 -0.2982 -0.2948 0.2579 0.000
C -3.1512 0.8744 -4.5799 -0.1245 -0.3270 -0.6924 0.000
C -4.5522 0.3256 -4.8334 -0.4917 0.1740 0.6765 0.000
C -5.5283 0.6448 -3.6756 -0.0261 -0.2038 0.0361 0.000
C -6.0458 -0.6154 -2.9726 -0.3170 0.3104 -0.5438 0.000
C -7.2827 -0.3922 -2.1055 0.2555 -0.3919 0.7988 -0.001
C -7.0530 0.1788 -0.6732 -0.0076 0.3505 -0.4089 -0.009
C -5.6121 0.5257 -0.2951 -0.4227 0.1193 0.4426 0.001
C 3.6232 0.6154 -2.4541 -0.9711 -0.4322 -0.3606 0.000
C 2.8520 -0.6035 -2.9795 0.2672 -0.4157 0.6559 0.000
C 3.2971 -1.8595 -2.2000 -0.2656 -0.0792 -1.0627 0.000
C 4.6407 -2.3514 -2.7100 0.3393 0.0992 0.3976 0.000
O 5.1422 -3.4468 -1.9468 0.1210 0.0174 -0.3098 0.000
C 6.1371 -3.0733 -1.0237 -0.0256 -0.4078 0.2458 0.000
O 5.3264 2.0222 -3.1977 0.1700 0.4465 -0.5663 0.000
H 6.8215 5.1801 0.4585 1.5428 0.2320 0.6998 0.000
H 7.2300 6.4165 -0.8741 -1.7223 -0.0244 -0.6047 0.000
H 8.4892 3.7833 -1.1209 -0.9775 -1.3570 0.6943 0.000
H 7.4591 3.5553 -3.3604 -0.1164 -0.0603 -0.1096 0.000
H 6.4060 4.9672 -3.0085 -0.1815 -0.0269 -0.0585 0.000
H 3.4760 3.8701 -3.8690 -0.1037 -0.3581 -0.3571 0.000
H 1.9796 5.4229 -3.1532 0.0955 -0.0093 -0.0228 0.000
H -0.3598 5.8773 -2.4847 -0.0045 0.0964 -0.0360 0.000
H -1.6282 3.9986 -1.4002 -0.1045 -0.1575 0.0473 0.000
H -0.4860 1.8610 -1.0815 0.0894 -0.1410 -0.0322 0.000
H 4.0045 0.5419 -5.2151 -0.0391 -0.1382 0.2396 0.000
H 4.6948 2.1261 -5.3226 0.1254 0.0106 0.0572 0.000
H 2.6547 3.1982 -5.7857 -0.0491 0.1070 0.2057 0.000
H 2.6713 1.7317 -6.7020 0.0660 0.0870 -0.0869 0.000
H 0.6741 2.5703 -4.8851 -0.0894 -0.0559 0.3104 0.000
H 1.3095 1.1119 -4.1936 0.2834 -0.1107 -0.0078 0.000
H 0.9404 0.1964 -6.7245 0.1184 -0.0272 0.0286 0.000
H -0.1127 1.6126 -6.7957 0.3035 0.0299 -0.3124 0.000
H -0.7627 -0.8894 -5.5721 0.1745 -0.0901 0.1591 0.000
H -0.6971 0.3236 -4.3041 0.2488 -0.0002 0.0560 0.000
H -2.6796 -0.0811 -6.4134 0.1133 -0.0046 -0.1910 0.000
H -2.1587 1.5791 -6.3822 0.0791 0.0998 0.0410 0.000
H -2.7412 0.3157 -3.7378 -0.0047 0.2764 0.2866 0.000
H -3.2445 1.9321 -4.3344 0.2457 0.0311 0.2504 0.000
H -4.5046 -0.7629 -4.9096 0.1203 -0.0412 -0.2937 0.000
H -4.9970 0.7092 -5.7525 0.2828 -0.0019 -0.2109 0.000
H -5.0538 1.3304 -2.9736 0.0192 -0.0018 0.0906 0.000
H -6.4163 1.1595 -4.0492 0.0370 0.1347 -0.1140 0.000
H -5.2508 -1.1298 -2.4330 0.0501 0.0075 0.0878 0.000
H -6.3453 -1.2874 -3.7825 0.0095 -0.1506 0.0353 0.000
H -7.7630 -1.3656 -1.9839 -0.1220 -0.0148 -0.0479 0.001
H -8.0040 0.2420 -2.6203 0.0526 0.0035 -0.2321 0.000
H -7.6280 1.1039 -0.5958 -0.0479 0.0370 0.1038 -0.002
H -7.4847 -0.4874 0.0711 0.1056 -0.1399 -0.0310 0.014
H -4.9079 -0.2835 -0.4686 0.0853 -0.0092 -0.0911 0.000
H -5.2859 1.4348 -0.7942 0.2139 -0.0891 -0.1997 0.000
H -5.5903 0.7533 0.7718 0.0948 -0.0498 0.0733 0.000
H 3.1127 0.9337 -1.5491 0.0003 0.2391 -0.0021 0.000
H 4.5946 0.2627 -2.1253 0.2069 0.1221 -0.1755 0.000
H 1.7724 -0.5104 -2.8563 -0.0526 0.2498 -0.0406 0.000
H 3.0352 -0.8324 -4.0311 -0.0018 0.2490 -0.1257 0.000
H 3.3090 -1.6877 -1.1251 0.0072 -0.0200 0.0807 0.000
H 2.5873 -2.6480 -2.4624 -0.1245 -0.1424 0.5048 0.000
H 4.5560 -2.6847 -3.7462 -0.1466 -0.0886 -0.0272 0.000
H 5.3877 -1.5531 -2.7036 -0.0345 0.1123 -0.0251 0.000
H 6.6495 -3.9856 -0.7179 -0.0255 -0.0624 0.0356 0.000
H 5.7050 -2.6217 -0.1255 0.0381 0.2242 -0.0203 0.000
H 6.8881 -2.4096 -1.4577 -0.0833 0.1609 -0.0502 0.000
C 4.9107 -1.0725 6.5989 -0.1169 -0.0399 -0.1632 0.019
C 6.2033 -0.2200 6.6781 -1.2422 -0.9014 0.6020 0.017
C 5.8575 1.2397 6.9944 0.1352 0.4694 -0.2486 0.025
C 5.3002 2.0273 5.8086 0.0364 -0.1237 0.0019 -0.022
C 6.2045 1.8799 4.5872 0.0378 0.2888 0.4338 0.030
C 6.4670 0.4199 4.2239 -1.0070 -0.3925 -1.2684 0.007
N 6.9731 -0.3474 5.4047 0.9557 1.9119 0.6260 0.364
O 8.2145 -0.0503 5.6190 0.1470 -0.6389 -0.1605 0.562
C 5.1750 -0.1993 3.6671 -0.2647 -0.1031 0.1056 0.028
C 7.4602 0.3515 3.0692 0.4892 -0.0021 0.1609 -0.013
C 7.0003 -0.7870 7.8495 0.5157 0.0471 -0.0728 -0.006
H 4.9931 -1.8456 5.8362 0.0192 0.0362 -0.0362 -0.013
H 4.7263 -1.5892 7.5409 0.0604 0.1177 0.0787 0.002
H 4.0240 -0.4758 6.3867 0.0207 -0.0061 -0.0864 0.001
H 6.7584 1.7509 7.3495 0.0813 -0.1060 -0.0489 0.003
H 5.1439 1.2634 7.8222 0.0245 -0.1396 0.0350 0.001
H 4.2831 1.7016 5.5752 0.0177 -0.0268 -0.0334 0.000
H 5.2255 3.0825 6.0791 -0.0299 -0.0059 0.0186 0.002
H 5.7586 2.3884 3.7304 0.0048 -0.1337 -0.0895 0.003
H 7.1554 2.3853 4.7858 0.0637 -0.1288 0.0251 0.002
H 5.3110 -1.2601 3.4475 0.0515 0.0006 0.0244 -0.013
H 4.9040 0.3036 2.7383 0.1071 0.0518 -0.0089 0.001
H 4.3145 -0.0981 4.3240 0.0408 -0.0287 0.0477 0.002
H 8.3988 0.8518 3.3003 0.0020 -0.0616 0.0894 0.000
H 7.0341 0.8421 2.1944 -0.1149 -0.0060 0.0391 0.001
H 7.6791 -0.6844 2.8037 -0.0002 -0.0084 0.0314 -0.003
H 7.3070 -1.8166 7.6568 -0.0062 0.0042 -0.0252 -0.004
H 6.3771 -0.7765 8.7440 -0.1153 0.0108 -0.0650 0.001
H 7.8894 -0.1977 8.0650 0.0492 -0.0456 -0.1265 0.002
C -8.9342 -3.3203 5.0328 0.1821 -0.1257 0.0449 0.015
C -9.2909 -2.9343 3.5742 -0.2601 -0.0565 1.6598 0.022
C -10.1953 -4.0013 2.9477 0.0413 -0.2601 -0.4836 0.020
C -9.4699 -5.2784 2.5274 0.0517 0.0811 0.0564 -0.019
C -8.2529 -4.9475 1.6670 -0.5113 0.0199 -0.0828 0.022
C -7.3077 -3.9542 2.3410 1.2859 -0.8723 0.6631 0.027
N -8.0386 -2.7290 2.7845 -1.3053 -0.4309 -1.7604 0.365
O -8.2895 -1.9898 1.7538 0.3544 0.4792 0.2814 0.558
C -6.6085 -4.6446 3.5258 -0.1555 -0.0159 0.2559 0.011
C -6.1804 -3.5827 1.3826 -0.1328 0.4071 -0.3012 -0.018
C -10.0847 -1.6349 3.6723 0.0889 0.3118 -0.4269 -0.004
H -7.9187 -3.0179 5.2854 0.0139 -0.0101 -0.0389 -0.012
H -9.5887 -2.8139 5.7410 -0.1152 -0.0068 -0.0968 0.001
H -9.0307 -4.3895 5.2228 0.0735 -0.0077 -0.0279 0.001
H -10.6824 -3.5806 2.0622 0.0865 0.1060 0.0005 0.003
H -10.9944 -4.2452 3.6515 0.0276 0.1135 0.0818 0.000
H -9.1755 -5.8602 3.4052 0.0413 0.0262 0.0022 -0.001
H -10.1543 -5.9123 1.9601 -0.0156 -0.0093 0.0289 0.002
H -7.7053 -5.8621 1.4304 0.1241 0.0549 0.0408 0.000
H -8.5945 -4.5375 0.7113 0.0380 0.1325 0.0417 0.005
H -5.9701 -3.9424 4.0633 -0.0028 0.0216 -0.0218 -0.007
H -5.9788 -5.4536 3.1555 0.0175 0.0587 -0.1136 0.000
H -7.2923 -5.0957 4.2402 -0.0227 0.0623 0.0080 0.001
H -6.5522 -3.1660 0.4479 -0.0524 0.0752 0.0632 0.003
H -5.6032 -4.4738 1.1374 -0.0395 -0.0664 0.0989 0.000
H -5.5049 -2.8560 1.8365 -0.0271 0.0210 0.0056 0.001
H -9.4721 -0.8276 4.0767 0.0194 -0.0144 -0.0025 -0.002
H -10.9353 -1.7856 4.3368 0.0488 -0.1078 0.0578 0.001
H -10.4772 -1.3188 2.7078 0.1344 0.0229 -0.0371 0.001
```
Forces are in eV/Å.

Summary:
Net charge   -1
Kohn-Sham gap (alpha / beta)   5.57 / 5.03 eV
2S+1   3



No. 2
C4H7NO3 | ωB97M-V with the def2-TZVPD basis set

Geometry as XYZ:
```
15
Properties=species:S:1:pos:R:3:forces:R:3:lowdin_charge:R:1
C -1.6236 -0.5258 1.0265 0.7472 0.6737 0.4992 -0.020
N -0.2027 0.4287 -0.7450 0.4318 -0.2385 0.6342 0.004
C -1.2800 -0.7101 -0.3449 1.3400 -0.1436 -0.3801 -0.405
O -0.5822 1.7652 -0.4367 0.1188 -0.7172 -0.1339 0.023
O -1.3135 -1.6146 -1.1254 -0.2086 0.6041 0.2017 0.120
H -0.2452 1.9016 0.4661 0.0864 -0.0997 -0.0179 0.112
H -0.0304 0.3944 -1.7474 -0.0979 0.0446 -0.0323 0.162
H -0.3480 -0.2696 1.4601 -1.4560 -0.7947 -0.5411 0.132
H -2.2316 -1.3322 1.4208 0.1425 -0.0036 0.0956 0.085
H -2.0292 0.4587 1.2409 -0.2007 0.0458 -0.0695 0.078
C 2.2757 -0.1686 -0.6664 0.1837 0.2327 -0.6342 0.058
C 1.2196 0.0968 0.0825 -1.6507 -0.3711 0.8193 -0.417
O 0.9363 0.1010 1.3251 0.7112 0.7537 -0.5737 -0.057
H 2.2013 -0.2650 -1.7389 -0.0162 0.2483 -0.0128 0.055
H 3.2535 -0.2603 -0.2172 -0.1315 -0.2345 0.1455 0.067
```
Forces are in eV/Å.

Summary:
Kohn-Sham gap   9.51 eV
Energy relative to the best compared isomer or geometry (same formula, charge and spin)   123.2 kcal/mol



No. 3
C2H3Cl2O2Si | ωB97M-V with the def2-TZVPD basis set

Geometry as XYZ:
```
10
Properties=species:S:1:pos:R:3:forces:R:3:lowdin_charge:R:1
C -1.8113 -1.4021 -0.4629 -0.0660 0.6310 0.1216 -0.889
C 2.4461 0.3816 0.1286 -0.1386 0.2207 -0.1571 -0.001
O -1.7264 -2.0897 0.5210 0.2739 -0.6229 0.9577 -0.044
O -2.2519 -1.4554 -1.5822 -0.2874 0.0337 -1.1548 -0.041
Si -0.9786 0.5148 -0.0497 0.9290 -0.7391 -0.0546 -0.038
Cl -1.3870 0.8874 1.9672 -0.0447 0.1181 0.5970 0.078
Cl -2.1313 2.0174 -0.9230 -0.3275 0.4871 -0.4113 0.076
H 2.6498 -0.0641 -0.8233 -0.0982 -0.1813 -0.3183 -0.047
H 2.6286 1.4335 0.2233 -0.0784 0.3254 0.0486 -0.051
H 2.5620 -0.2233 1.0011 -0.1622 -0.2727 0.3712 -0.044
```
Forces are in eV/Å.

Summary:
Net charge   -1
Kohn-Sham gap (alpha / beta)   7.53 / 6.23 eV
Energy relative to the best compared isomer or geometry (same formula, charge and spin)   71.8 kcal/mol



No. 4
C16H9F6N4PtS6Sb | ωB97M-V with the def2-TZVPD basis set

Geometry as XYZ:
```
43
Properties=species:S:1:pos:R:3:forces:R:3:mulliken_spin:R:1
Pt -0.5681 0.6682 -0.3128 -0.0137 0.0215 -0.0003 0.012
S 5.6133 4.7469 0.0323 -0.0030 0.0060 0.0125 0.000
N 5.3177 3.2787 0.6209 0.0043 -0.0070 -0.0119 0.000
C 4.0652 2.9872 0.3110 -0.0016 0.0036 0.0062 -0.001
C 3.3746 1.7569 0.6462 -0.0034 -0.0031 -0.0023 0.000
C 3.9331 0.6868 1.3532 0.0028 0.0053 0.0011 0.001
C 3.1573 -0.4204 1.6071 0.0001 -0.0071 -0.0005 0.000
C 1.8384 -0.4620 1.1551 0.0053 0.0005 -0.0109 0.001
N 1.3111 0.5511 0.4802 0.0007 -0.0139 0.0208 0.001
C 2.0565 1.6472 0.2259 -0.0035 -0.0004 0.0017 0.000
C 1.3872 2.7016 -0.5106 0.0002 0.0038 -0.0018 -0.003
N 0.0973 2.4658 -0.8626 -0.0036 -0.0155 -0.0271 0.002
C -0.5686 3.4004 -1.5360 -0.0027 0.0046 -0.0032 0.005
C 0.0182 4.6098 -1.8927 -0.0037 -0.0029 0.0018 0.002
C 1.3258 4.8628 -1.5454 0.0051 0.0009 0.0024 0.000
C 2.0321 3.8894 -0.8363 -0.0030 -0.0021 -0.0009 0.001
C 3.4119 4.0217 -0.4079 0.0003 0.0046 0.0045 -0.001
N 4.1828 5.0743 -0.6277 0.0024 -0.0054 -0.0115 0.000
H 4.9602 0.7474 1.6875 0.0002 -0.0006 -0.0006 0.000
H 3.5497 -1.2689 2.1482 -0.0005 0.0002 0.0003 0.000
H 1.2054 -1.3202 1.3324 -0.0018 -0.0015 0.0006 0.000
H -1.5927 3.1764 -1.7969 0.0026 -0.0049 0.0039 -0.006
H -0.5671 5.3316 -2.4431 0.0006 0.0018 0.0013 0.000
H 1.8145 5.7914 -1.8085 0.0003 -0.0003 -0.0014 0.000
C -3.6597 2.1698 1.7257 0.0010 0.0017 0.0047 0.012
S -2.9751 0.5268 2.0682 -0.0007 -0.0071 -0.0085 0.026
C -3.7794 -0.4162 0.8313 0.0081 0.0337 -0.0024 0.185
C -3.6288 -0.2862 -0.5578 -0.0388 -0.0274 0.0075 0.099
S -2.6023 0.7874 -1.4107 0.0166 0.0319 -0.0236 0.127
S -4.5984 -1.3425 -1.4936 0.0012 0.0012 0.0266 0.056
C -5.3623 -2.1826 -0.1857 0.0310 0.0200 -0.0052 -0.124
S -6.4409 -3.3835 -0.3784 -0.0113 -0.0143 -0.0039 0.441
S -4.8442 -1.6141 1.3642 -0.0116 -0.0145 -0.0028 0.150
H -3.1979 2.8295 2.4584 0.0003 -0.0006 -0.0003 0.001
H -4.7363 2.1682 1.8737 -0.0006 -0.0003 -0.0002 0.000
H -3.4035 2.4977 0.7222 -0.0005 0.0001 -0.0028 0.001
F -1.0558 -1.2115 0.3563 -0.0007 -0.0271 0.0537 0.011
Sb -0.7581 -3.0466 -0.4924 -0.0023 0.0086 0.0231 0.001
F -1.6177 -2.3191 -1.9941 0.0121 -0.0003 -0.0184 0.000
F -2.4513 -3.4172 0.2420 0.0008 0.0061 -0.0106 0.000
F -0.4877 -4.7286 -1.2219 0.0024 -0.0014 -0.0060 0.000
F 0.0578 -3.4181 1.1566 0.0011 -0.0008 -0.0080 0.000
F 0.8629 -2.2919 -1.0789 0.0072 0.0021 -0.0078 0.000
```
Forces are in eV/Å.

Summary:
Net charge   +1
Kohn-Sham gap (alpha / beta)   7.21 / 5.63 eV
Energy relative to the best compared isomer or geometry (same formula, charge and spin)   0.0 kcal/mol
2S+1   2